{
  "formula": "C31H98O18",
  "method": "wB97M-V/def2-TZVPD",
  "elements": ["C", "O", "H", "H", "H", "H", "C", "C", "O", "H", "H", "H", "H", "H", "H", "C", "C", "O", "H", "H", "H", "H", "H", "H", "C", "C", "O", "H", "H", "H", "H", "H", "H", "C", "C", "O", "H", "H", "H", "H", "H", "H", "C", "C", "O", "H", "H", "H", "H", "H", "H", "C", "C", "O", "H", "H", "H", "H", "H", "H", "C", "C", "O", "H", "H", "H", "H", "H", "H", "C", "C", "O", "H", "H", "H", "H", "H", "H", "C", "C", "O", "H", "H", "H", "H", "H", "H", "C", "C", "O", "H", "H", "H", "H", "H", "H", "C", "C", "O", "H", "H", "H", "H", "H", "H", "C", "C", "O", "H", "H", "H", "H", "H", "H", "C", "C", "O", "H", "H", "H", "H", "H", "H", "C", "C", "O", "H", "H", "H", "H", "H", "H", "C", "C", "O", "H", "H", "H", "H", "H", "H", "O", "H", "H", "O", "H", "H"],
  "coordinates": [[-0.221, 0.463, 0.294], [0.988, -0.172, 0.747], [0.002, 1.469, -0.061], [-0.749, -0.074, -0.494], [-0.888, 0.538, 1.152], [1.675, -0.126, 0.078], [-1.965, -1.552, -5.609], [-2.770, -1.874, -6.925], [-4.076, -2.502, -6.653], [-1.357, -2.422, -5.361], [-2.513, -1.405, -4.678], [-1.334, -0.693, -5.838], [-2.144, -2.517, -7.544], [-3.009, -1.000, -7.531], [-3.830, -3.380, -6.352], [-4.023, -3.594, 1.638], [-3.615, -2.353, 0.777], [-2.709, -1.689, 1.591], [-4.295, -3.231, 2.629], [-3.204, -4.303, 1.766], [-4.890, -4.105, 1.220], [-4.450, -1.686, 0.561], [-3.173, -2.627, -0.181], [-1.914, -2.210, 1.728], [-2.083, -0.578, 6.638], [-3.001, -1.559, 5.781], [-4.048, -0.733, 5.319], [-2.480, -0.512, 7.650], [-1.975, 0.426, 6.226], [-1.060, -0.953, 6.618], [-3.361, -2.416, 6.351], [-2.432, -1.959, 4.942], [-4.591, -0.542, 6.088], [-3.965, 3.654, -0.495], [-4.012, 2.215, -0.010], [-5.137, 1.439, -0.445], [-4.805, 4.237, -0.118], [-3.909, 3.700, -1.583], [-3.082, 4.111, -0.049], [-3.936, 2.199, 1.077], [-3.065, 1.733, -0.253], [-5.524, 0.965, 0.295], [-1.891, -4.379, -2.396], [-1.548, -5.347, -1.270], [-1.577, -6.699, -1.652], [-2.873, -4.638, -2.792], [-1.110, -4.326, -3.154], [-1.923, -3.356, -2.020], [-2.199, -5.294, -0.397], [-0.573, -5.035, -0.895], [-2.260, -7.166, -1.164], [5.252, -0.548, -5.336], [4.477, 0.576, -4.663], [4.475, 1.530, -5.680], [4.679, -1.026, -6.130], [5.301, -1.351, -4.601], [6.229, -0.318, -5.760], [4.868, 1.015, -3.744], [3.426, 0.474, -4.393], [3.805, 1.434, -6.361], [2.152, 2.719, -3.787], [1.739, 2.221, -2.398], [2.665, 1.213, -2.055], [1.746, 3.644, -4.195], [1.959, 1.964, -4.549], [3.220, 2.902, -3.666], [0.722, 1.841, -2.486], [1.790, 3.037, -1.677], [3.563, 1.533, -2.164], [4.671, -1.617, -1.586], [5.746, -0.512, -1.429], [6.741, -1.068, -0.645], [3.822, -1.253, -2.164], [4.319, -1.818, -0.574], [5.009, -2.579, -1.974], [5.288, 0.424, -1.108], [6.098, -0.282, -2.434], [7.264, -1.633, -1.219], [3.735, -4.811, 3.893], [3.387, -3.452, 4.341], [2.012, -3.309, 4.672], [4.757, -4.779, 3.515], [3.008, -5.255, 3.214], [3.851, -5.426, 4.785], [3.796, -2.744, 3.620], [3.969, -3.224, 5.234], [1.616, -2.510, 4.317], [1.458, -3.721, 0.713], [0.391, -3.981, 1.848], [-0.146, -2.756, 2.282], [2.421, -3.314, 1.021], [1.063, -2.977, 0.022], [1.739, -4.576, 0.099], [0.937, -4.506, 2.632], [-0.432, -4.659, 1.620], [0.541, -2.144, 2.557], [4.283, 0.852, 3.017], [4.550, 0.935, 1.558], [5.206, 2.107, 1.103], [3.658, 1.608, 3.494], [5.189, 1.108, 3.567], [3.962, -0.105, 3.427], [3.664, 0.888, 0.926], [5.214, 0.105, 1.317], [5.170, 2.115, 0.144], [1.710, -0.422, 5.761], [1.061, -0.012, 4.392], [1.375, -0.922, 3.408], [1.126, -1.268, 6.124], [1.558, 0.307, 6.557], [2.788, -0.566, 5.686], [1.383, 0.969, 4.042], [-0.022, -0.088, 4.487], [1.376, -0.457, 2.568], [-0.494, 6.664, -2.526], [-1.940, 6.110, -2.618], [-2.670, 6.975, -1.776], [-0.129, 6.680, -1.499], [-0.366, 7.589, -3.089], [0.169, 5.887, -2.907], [-1.967, 5.090, -2.236], [-2.297, 6.182, -3.645], [-2.612, 6.683, -0.863], [1.052, 5.787, 1.930], [0.193, 4.571, 2.165], [-0.335, 4.519, 3.479], [1.567, 5.788, 0.969], [1.815, 5.926, 2.696], [0.428, 6.679, 1.985], [0.774, 3.690, 1.891], [-0.736, 4.644, 1.599], [-1.098, 3.941, 3.407], [-4.575, 0.586, -5.561], [-4.777, 1.119, -4.173], [-4.115, 0.334, -3.164], [-4.984, -0.424, -5.599], [-3.569, 0.686, -5.970], [-5.289, 1.121, -6.186], [-5.833, 1.163, -3.906], [-4.434, 2.153, -4.188], [-4.383, 0.752, -2.342], [-3.531, 0.606, 2.984], [-3.216, -0.147, 2.483], [-3.556, 0.298, 3.890], [-2.534, 3.090, 4.056], [-2.832, 2.302, 3.600], [-3.227, 3.279, 4.688]],
  "lowdin_charge": [-0.101, -0.136, 0.067, 0.085, 0.077, 0.063, -0.083, -0.265, -0.104, 0.052, 0.058, 0.066, 0.098, 0.094, 0.069, -0.059, -0.271, -0.116, 0.070, 0.058, 0.068, 0.112, 0.093, 0.052, -0.056, -0.253, -0.108, 0.069, 0.068, 0.044, 0.110, 0.105, 0.100, -0.071, -0.304, -0.071, 0.082, 0.069, 0.062, 0.091, 0.100, 0.085, -0.075, -0.329, -0.064, 0.078, 0.071, 0.056, 0.098, 0.087, 0.083, -0.070, -0.334, -0.097, 0.077, 0.055, 0.086, 0.090, 0.091, 0.095, -0.075, -0.296, -0.100, 0.076, 0.071, 0.075, 0.113, 0.111, 0.052, -0.069, -0.334, -0.050, 0.058, 0.063, 0.077, 0.079, 0.091, 0.097, -0.094, -0.344, -0.077, 0.081, 0.071, 0.076, 0.102, 0.109, 0.021, -0.064, -0.261, -0.095, 0.059, 0.058, 0.065, 0.081, 0.100, 0.026, -0.075, -0.322, -0.065, 0.075, 0.084, 0.063, 0.098, 0.104, 0.057, -0.049, -0.267, -0.134, 0.058, 0.075, 0.074, 0.114, 0.106, 0.061, -0.080, -0.301, -0.091, 0.063, 0.077, 0.049, 0.087, 0.112, 0.075, -0.090, -0.338, -0.087, 0.066, 0.076, 0.072, 0.098, 0.101, 0.009, -0.093, -0.316, -0.086, 0.073, 0.069, 0.080, 0.114, 0.102, 0.028, -0.058, 0.001, -0.002, -0.035, -0.004, 0.058],
  "relative_energy_kcal_mol": 0.0,
  "gap_ev": 9.827,
  "energy_ha": -2593.9469,
  "homo_energy_ev": -9.626
}